# 1
25
Properties=species:S:1:pos:R:3:forces:R:3 method="wB97M-V/def2-TZVPD" homo_lumo_gap_ha=0.387 mol_weight_g_mol=143.21 lumo_energy_ha=-0.1065 spin_multiplicity=1 energy_ha=-456.29221 e_above_lowest_ev=2.826 charge=+1 e_homo_ev=-13.438
C 2.154 -0.552 0.277 -0.870 0.527 -0.522
C -2.253 1.006 -1.565 0.220 1.267 -0.053
C -0.946 0.150 -1.544 -2.221 0.164 -1.675
C -2.708 1.077 -0.033 -0.010 0.966 -1.766
C 3.228 0.425 2.064 -0.649 -1.137 0.993
C 1.715 -2.133 -1.487 2.032 0.402 -2.122
N 2.398 0.441 0.892 1.473 1.500 -0.601
N -1.002 -0.437 -0.165 0.215 -0.398 -1.246
N 1.462 -1.387 -0.270 -0.648 -1.650 -1.003
N -1.655 0.417 0.719 -2.430 -0.817 -0.297
H -2.048 2.073 -1.879 -0.029 -1.336 0.109
H -2.998 0.610 -2.291 0.368 0.151 0.886
H -0.982 -0.646 -2.365 0.252 0.898 1.478
H -0.085 0.772 -1.678 0.664 0.124 0.243
H -2.785 2.124 0.270 0.178 -0.174 0.071
H -3.718 0.697 0.047 0.023 -0.730 0.468
H 2.443 0.247 2.766 -0.039 -0.062 1.510
H 3.751 1.306 2.389 0.180 0.486 -0.720
H 3.833 -0.475 2.057 0.541 0.232 0.181
H 1.735 -1.477 -2.441 0.109 -0.549 1.636
H 2.750 -2.603 -1.424 -1.473 0.317 -0.193
H 0.968 -2.881 -1.759 0.024 -0.047 0.851
H 0.008 -0.632 0.028 -0.183 -1.043 0.623
H -1.574 -1.294 -0.291 0.760 0.261 0.738
H -1.119 1.019 1.273 1.515 0.648 0.412

# 2
26
Properties=species:S:1:pos:R:3:forces:R:3 method="wB97M-V/def2-TZVPD" homo_lumo_gap_ha=0.314 mol_weight_g_mol=159.21 lumo_energy_ha=-0.1160 spin_multiplicity=1 energy_ha=-531.50282 e_above_lowest_ev=3.580 charge=+1 e_homo_ev=-11.694
C -1.462 -0.770 -0.004 1.628 -0.486 -1.493
C -0.542 -1.521 -0.620 1.464 0.314 0.805
C -1.044 0.172 1.040 -0.516 1.755 1.079
C -2.863 -1.112 -0.392 -0.703 -2.115 1.138
C 3.104 1.288 -0.584 -1.783 0.303 -1.303
C 1.540 1.164 -0.377 -0.336 -1.206 -2.203
N 1.167 -0.052 0.324 -1.239 0.014 1.502
N -1.079 -0.188 2.350 0.896 -1.222 -0.441
N -1.317 1.496 0.863 2.105 -2.037 -4.735
N 1.001 -1.202 -0.476 -0.992 -0.112 -1.822
O -0.725 -2.648 -1.289 0.546 -0.253 -0.597
H -2.833 -1.811 -1.293 -0.275 0.700 1.538
H -3.605 -0.391 -0.660 0.164 1.228 0.001
H -3.268 -1.576 0.571 -0.060 -0.044 -1.551
H 3.444 0.892 -1.580 -0.435 0.750 0.842
H 3.245 2.335 -0.443 0.808 0.876 -0.643
H 3.710 0.826 0.144 0.211 -0.852 1.192
H 1.053 2.014 0.166 0.924 -0.631 -0.159
H 1.029 1.199 -1.459 0.882 0.014 1.764
H -0.867 -1.190 2.530 -0.160 1.364 0.099
H -0.571 0.506 2.901 -0.275 -0.703 0.276
H -0.999 1.763 -0.094 -0.950 0.302 1.296
H -1.670 2.186 1.433 -0.620 1.242 1.942
H 1.441 -2.061 -0.056 -0.333 1.058 -0.359
H 1.398 -1.119 -1.494 -0.802 -0.178 1.907
H -1.402 -3.194 -0.873 -0.148 -0.079 -0.073

# 3
26
Properties=species:S:1:pos:R:3:forces:R:3 method="wB97M-V/def2-TZVPD" homo_lumo_gap_ha=0.268 mol_weight_g_mol=171.30 lumo_energy_ha=-0.1624 spin_multiplicity=1 energy_ha=-745.80064 e_above_lowest_ev=3.746 charge=+1 e_homo_ev=-11.711
C 3.122 -0.669 0.081 4.565 -0.830 0.518
C 0.950 0.187 -0.170 -1.298 2.200 0.101
C 3.003 1.531 -0.433 1.785 2.165 -0.678
C -2.598 0.368 1.832 -3.085 0.937 -1.309
C -2.191 -1.819 -0.408 0.627 -1.373 0.982
C -3.131 1.263 -1.212 0.236 2.384 1.287
N 3.807 0.400 -0.124 -1.596 -1.153 0.235
N 1.795 -0.843 -0.082 -3.451 -2.242 -0.819
N 1.577 1.361 -0.262 1.595 -4.886 0.388
N 3.803 -1.787 0.564 -1.067 2.716 0.220
Si -2.397 0.020 -0.012 0.835 -0.612 1.183
H 3.427 2.373 0.263 -1.190 -1.047 -1.509
H 3.058 1.836 -1.530 0.806 -0.136 1.249
H -3.592 0.960 1.931 0.673 -1.097 -0.821
H -2.867 -0.571 2.331 0.985 0.354 0.398
H -2.113 1.194 2.316 1.505 -0.407 0.528
H -3.084 -2.007 -0.992 -0.219 -0.398 -0.469
H -1.300 -2.163 -0.996 -0.853 0.913 0.119
H -2.193 -2.640 0.437 -0.233 2.180 -1.058
H -2.275 1.874 -1.651 -1.035 -1.054 -0.057
H -3.887 0.923 -1.935 0.724 -0.103 0.039
H -3.660 2.115 -0.588 0.895 -1.862 -0.843
H 1.312 -1.794 -0.128 1.561 1.839 0.394
H 1.206 2.197 -0.125 -3.100 3.904 0.529
H 4.783 -1.671 0.592 0.918 -0.044 -0.078
H 3.444 -2.638 0.302 -0.586 -2.347 -0.529

# 4
23
Properties=species:S:1:pos:R:3:forces:R:3 method="wB97M-V/def2-TZVPD" homo_lumo_gap_ha="0.096 / 0.332" mol_weight_g_mol=117.19 lumo_energy_ha="0.1345 / 0.1294" spin_multiplicity=2 energy_ha=-367.51886 e_above_lowest_ev=1.213 charge=-1 e_homo_ev="1.053 / -5.517"
C -0.775 0.320 -0.380 -0.524 -0.194 -0.410
N -0.662 -0.507 0.847 -0.010 -1.116 -0.988
C 0.593 -0.245 1.516 1.003 0.519 1.025
C 0.718 1.196 2.045 -0.366 -0.188 0.703
C -0.650 -1.893 0.311 -0.500 -0.408 -1.714
C -1.294 -1.856 -1.155 0.156 1.464 1.388
C -0.619 -0.567 -1.632 0.576 -0.308 -0.133
H -1.829 0.605 -0.547 0.297 0.557 0.758
H -0.120 1.189 -0.291 -0.291 0.004 -0.358
H 1.513 -0.461 0.938 -0.353 0.120 -0.639
H 0.757 -0.935 2.358 -0.699 0.035 -0.013
H 1.160 1.911 1.364 0.118 -0.023 -0.462
H 1.366 1.197 2.934 -0.181 0.068 -0.134
H -0.264 1.617 2.323 0.318 -0.328 0.006
H -1.126 -2.719 0.860 0.150 0.627 0.585
H 0.413 -2.133 0.120 -0.261 -0.420 0.155
H -2.369 -1.602 -1.184 0.162 -0.831 0.461
H -1.050 -2.761 -1.707 -0.133 0.034 -0.118
H -1.125 -0.016 -2.435 0.275 -0.451 -0.153
H 0.380 -0.892 -1.939 0.217 0.809 0.086
H 1.998 2.910 -0.692 -0.610 0.196 -0.254
H 1.045 2.892 -2.000 -0.166 0.202 0.613
O 1.943 2.751 -1.655 0.822 -0.369 -0.404

# 5
23
Properties=species:S:1:pos:R:3:forces:R:3 method="wB97M-V/def2-TZVPD" homo_lumo_gap_ha=0.389 mol_weight_g_mol=117.19 lumo_energy_ha=0.0293 spin_multiplicity=1 energy_ha=-367.58177 e_above_lowest_ev=1.348 smiles="CCC(N)=O.CCC" e_homo_ev=-9.785
C -2.128 1.430 0.338 -1.214 -1.971 -1.178
C -1.635 0.721 1.598 2.340 1.528 0.832
C -1.902 -0.767 1.648 -0.159 1.665 -0.519
N -0.826 -1.606 1.753 -0.631 -0.086 0.132
O -3.076 -1.074 1.545 0.600 -1.247 0.250
H -1.950 2.479 0.228 0.403 0.555 0.382
H -3.211 1.264 0.214 0.220 0.234 0.362
H -1.756 0.912 -0.589 0.179 0.506 0.900
H -0.585 1.026 1.799 0.254 -0.859 -0.949
H -1.913 1.176 2.554 -1.441 -0.160 -0.192
H -1.033 -2.563 1.915 -0.184 -0.742 -0.031
H 0.151 -1.366 1.783 -0.361 0.581 0.027
C 2.101 1.081 -0.997 -0.781 -0.266 0.898
C 2.255 -0.298 -1.670 2.159 0.514 -1.232
C 1.165 -1.341 -1.483 -1.366 2.428 1.579
H 2.671 1.964 -1.328 0.761 -0.982 -0.147
H 2.380 0.838 0.086 -1.015 1.126 -1.102
H 1.096 1.505 -1.198 -0.022 -0.614 0.920
H 2.483 -0.190 -2.763 -0.325 -0.007 0.787
H 3.205 -0.660 -1.225 -0.347 -0.278 -0.500
H 1.092 -1.609 -0.404 0.381 -0.653 -0.884
H 0.185 -0.807 -1.588 0.509 -0.531 -0.435
H 1.234 -2.117 -2.217 0.041 -0.742 0.100

# 6
23
Properties=species:S:1:pos:R:3:forces:R:3 method="wB97M-V/def2-TZVPD" homo_lumo_gap_ha=0.393 mol_weight_g_mol=117.19 lumo_energy_ha=0.0322 spin_multiplicity=1 energy_ha=-367.53614 e_above_lowest_ev=2.589 smiles="CCC(N)=O.CCC" e_homo_ev=-9.806
C 2.035 1.203 1.102 1.215 -1.821 -1.578
C 2.242 -0.216 1.802 -0.063 -0.335 3.252
C 0.794 -0.705 2.000 0.525 2.200 0.851
N 0.007 0.118 2.812 1.673 -0.494 -0.415
O 0.321 -1.559 1.320 -0.780 -1.567 -0.618
H 1.011 1.641 1.110 1.036 0.289 1.937
H 1.849 1.012 0.040 1.283 -0.357 -0.508
H 3.006 1.739 1.247 -1.524 0.424 -0.258
H 2.876 -1.132 1.515 -1.021 1.854 -1.122
H 2.765 -0.090 2.853 -1.354 0.366 -1.641
H -0.927 -0.023 2.992 -2.311 -1.166 -0.244
H 0.312 0.845 3.403 1.296 0.602 0.295
C -1.164 -0.469 -3.154 -2.073 1.552 -3.602
C -1.119 0.227 -1.825 2.728 -0.603 0.797
C -2.109 -0.451 -0.879 -1.453 2.955 -1.581
H -0.978 0.299 -3.994 -0.036 -1.190 1.023
H -0.497 -1.267 -3.325 1.208 -0.816 0.259
H -2.164 -0.957 -3.491 1.179 1.091 0.999
H -0.021 0.034 -1.478 -1.749 0.463 -0.123
H -1.167 1.342 -1.872 -0.514 -0.946 -0.170
H -2.460 0.351 -0.204 -0.026 -0.834 0.254
H -2.956 -0.688 -1.587 0.522 -0.300 1.396
H -1.659 -1.255 -0.387 0.240 -1.365 0.798